Below is a gas-phase ion, C4H12N3 (charge +1) at a distorted geometry, with properties calculated with ωB97M-V/def2-TZVPD.

Positions of all 19 atoms, in Å:
C: 0.93 -0.90 -1.13
C: 1.16 -0.37 0.25
C: -0.19 -0.43 -0.30
C: 1.76 1.00 0.39
N: -1.88 1.05 0.40
N: -1.10 0.55 -0.73
N: -1.10 -1.48 0.36
H: 1.27 -0.10 -1.80
H: 1.03 -1.92 -1.48
H: 1.26 -1.09 1.14
H: 2.67 0.87 1.05
H: 1.01 1.55 0.98
H: 2.03 1.59 -0.57
H: -1.26 1.84 0.85
H: -2.83 1.46 0.11
H: -0.67 1.38 -1.22
H: -1.89 -1.83 -0.24
H: -1.58 -0.86 1.04
H: -0.58 -2.31 0.91

Values from the calculation:
**Net charge**: +1
**Frontier orbital gap**: 10.45 eV
**HOMO**: -13.728 eV
**Structure (SMILES)**: C[C@@H]1C[C@]1([NH3+])NN

Below is C3H3Br2N3 in the gas phase at a distorted geometry, with properties calculated with ωB97M-V/def2-TZVPD.

Positions of all 11 atoms, in Å:
C: -1.98 -0.14 0.02
C: 0.30 -1.34 0.24
C: 1.36 0.89 -0.02
N: -2.01 -1.39 0.11
N: -0.87 0.63 -0.04
N: 0.23 -0.06 0.05
Br: -3.53 1.01 -0.14
Br: 1.60 -2.50 -0.12
H: 2.22 0.17 0.08
H: 1.45 1.16 -1.11
H: 1.22 1.58 0.93

Values from the calculation:
**Frontier orbital gap (alpha / beta)**: 7.19 / 7.19 eV
**HOMO (alpha / beta)**: -8.785 / -8.784 eV

Below is a molecular structure, C12H17N6O2PtS, with properties calculated with ωB97M-V/def2-TZVPD.

Positions of all 39 atoms, in Å:
Pt: 0.78 -1.65 -0.30
N: 1.18 -2.95 -1.95
C: -0.02 -3.81 -2.22
C: -0.45 -4.41 -0.91
N: -0.70 -3.30 0.05
H: 1.47 -2.47 -2.80
H: 1.96 -3.55 -1.70
H: 0.21 -4.58 -2.96
H: -0.80 -3.16 -2.63
H: 0.33 -5.05 -0.49
H: -1.35 -5.02 -1.03
H: -0.66 -3.63 1.01
H: -1.63 -2.91 -0.08
N: -3.28 5.83 -1.62
C: -2.64 4.74 -1.25
C: -1.40 4.38 -1.87
C: -0.75 3.25 -1.48
C: -1.30 2.45 -0.47
C: -2.51 2.78 0.17
C: -3.18 3.91 -0.21
S: 0.22 1.48 1.36
O: -0.62 1.30 -0.09
O: 1.34 2.33 1.08
N: 0.79 -0.19 1.18
C: 1.76 -0.61 1.98
N: 2.22 -1.84 1.52
C: 3.19 -2.40 2.19
C: 3.73 -1.76 3.33
C: 3.18 -0.51 3.72
N: 2.20 0.06 3.06
H: -2.92 6.44 -2.35
H: -4.16 6.11 -1.19
H: -0.99 5.02 -2.64
H: 0.20 2.97 -1.92
H: -2.91 2.14 0.94
H: -4.12 4.18 0.25
H: 3.58 -3.35 1.84
H: 4.53 -2.22 3.89
H: 3.55 0.00 4.60

Values from the calculation:
**Net charge**: +3
**Expectation value of S²**: 6.08
**Frontier orbital gap (alpha / beta)**: 8.75 / 6.36 eV
**2S+1**: 5
**HOMO (alpha / beta)**: -17.684 / -18.885 eV

Below is C5H8OS in the gas phase at a distorted geometry, with properties calculated with ωB97M-V/def2-TZVPD.

Positions of all 15 atoms, in Å:
C: 0.94 0.95 1.70
C: 0.20 0.64 0.51
C: 0.62 0.30 -0.75
C: -0.30 -0.17 -1.80
C: -1.43 -1.06 -1.47
H: 0.84 -1.43 2.49
H: 2.00 1.04 1.46
H: 0.63 1.89 2.19
H: -0.90 0.74 0.66
H: 1.69 0.31 -0.92
H: 0.03 -0.18 -2.81
H: -1.83 -1.83 -2.16
H: -1.61 -1.27 -0.43
O: -1.62 0.31 -1.78
S: 0.75 -0.23 3.09

Values from the calculation:
**Frontier orbital gap**: 9.89 eV
**HOMO**: -9.062 eV
**Structure (SMILES)**: SC/C=C/[C@H]1CO1

Below is a gas-phase ion, C4H12NS2 (charge +1) at a distorted geometry, with properties calculated with ωB97M-V/def2-TZVPD.

Positions of all 19 atoms, in Å:
N: -0.04 0.17 1.62
C: 1.40 -0.02 1.11
C: 2.33 0.83 2.02
C: 1.43 0.08 -0.36
S: 0.13 -1.08 -1.02
S: -1.79 -0.39 -0.75
C: -1.76 1.38 -1.20
H: -0.30 -0.06 2.61
H: -0.72 -0.32 1.07
H: -0.31 1.14 1.48
H: 1.63 -1.21 1.25
H: 2.42 0.51 3.06
H: 3.30 0.79 1.49
H: 2.03 1.90 1.95
H: 2.43 -0.34 -0.65
H: 1.28 0.98 -0.98
H: -2.81 1.86 -1.14
H: -1.17 1.90 -0.35
H: -1.28 1.58 -2.19

Values from the calculation:
**Net charge**: +1
**Frontier orbital gap**: 9.25 eV
**HOMO**: -12.588 eV
**Structure (SMILES)**: CSSC[C@@H](C)[NH3+]

Below is 12 unconnected molecules or ions with the total composition C24H72O24 at a distorted geometry, with properties calculated with ωB97M-V/def2-TZVPD.

Positions of all 120 atoms, in Å:
C: 2.99 6.11 -5.96
C: 2.06 7.06 -6.65
O: 1.52 7.79 -5.69
O: 2.34 5.16 -5.15
H: 3.86 6.56 -5.48
H: 3.59 5.53 -6.66
H: 1.41 6.34 -7.15
H: 2.63 7.59 -7.41
H: 1.70 7.19 -4.97
H: 2.39 4.23 -5.39
C: 6.10 6.91 -4.12
C: 7.30 7.52 -3.32
O: 8.15 8.46 -4.02
O: 5.74 5.60 -3.79
H: 6.53 6.71 -5.11
H: 5.27 7.61 -4.17
H: 8.05 6.81 -2.97
H: 6.90 8.22 -2.59
H: 7.58 9.22 -4.16
H: 6.07 5.55 -2.89
C: 7.94 3.76 -15.03
C: 6.65 4.46 -15.59
O: 5.70 3.46 -16.02
O: 8.43 4.47 -13.93
H: 8.69 3.42 -15.75
H: 7.71 2.74 -14.72
H: 6.85 5.29 -16.27
H: 6.14 4.92 -14.75
H: 4.85 3.75 -15.69
H: 8.63 3.78 -13.29
C: 5.02 11.00 -9.84
C: 3.76 10.90 -10.67
O: 4.18 10.18 -11.89
O: 5.91 12.03 -10.10
H: 5.45 10.01 -9.69
H: 4.70 11.17 -8.81
H: 3.23 11.80 -10.99
H: 3.10 10.33 -10.01
H: 3.50 9.68 -12.34
H: 6.70 11.75 -9.63
C: 3.12 4.84 -13.10
C: 3.24 6.24 -13.84
O: 4.31 7.05 -13.58
O: 4.06 3.94 -13.61
H: 2.10 4.45 -13.15
H: 3.33 5.07 -12.05
H: 2.40 6.92 -13.69
H: 3.19 6.18 -14.93
H: 5.04 6.50 -13.28
H: 4.10 3.05 -13.25
C: 6.16 1.33 -11.24
C: 4.90 0.68 -11.58
O: 3.83 1.51 -11.17
O: 7.29 0.88 -12.00
H: 6.47 1.53 -10.21
H: 5.99 2.34 -11.63
H: 4.95 -0.31 -11.12
H: 4.78 0.55 -12.65
H: 3.01 1.04 -11.34
H: 7.69 0.07 -11.69
C: 6.16 1.47 -6.94
C: 4.75 1.24 -7.17
O: 3.94 2.37 -7.10
O: 6.67 0.13 -6.59
H: 6.54 2.29 -6.32
H: 6.60 1.81 -7.88
H: 4.46 0.54 -6.38
H: 4.59 0.67 -8.09
H: 3.72 2.60 -8.00
H: 7.36 0.18 -5.92
C: 6.55 5.97 -9.27
C: 5.14 5.68 -9.97
O: 4.40 4.90 -9.10
O: 6.28 6.85 -8.14
H: 7.25 6.40 -9.99
H: 6.97 5.06 -8.85
H: 5.22 5.18 -10.93
H: 4.51 6.57 -10.08
H: 4.72 5.20 -8.24
H: 7.01 7.47 -8.05
C: 10.52 2.75 -10.05
C: 9.90 3.05 -11.47
O: 9.88 2.05 -12.42
O: 10.47 3.84 -9.06
H: 11.60 2.71 -10.19
H: 10.07 1.88 -9.58
H: 10.31 4.02 -11.75
H: 8.87 3.30 -11.24
H: 9.16 1.48 -12.16
H: 10.04 3.52 -8.26
C: 7.63 8.13 -12.24
C: 9.06 7.74 -12.05
O: 9.17 6.37 -11.87
O: 7.39 9.43 -11.93
H: 6.95 7.58 -11.59
H: 7.34 8.05 -13.29
H: 9.35 8.08 -11.06
H: 9.69 8.22 -12.81
H: 9.39 6.01 -12.73
H: 6.44 9.49 -12.02
C: 9.81 7.99 -8.26
C: 10.11 6.71 -7.59
O: 9.83 6.68 -6.22
O: 8.51 8.40 -8.01
H: 10.27 7.92 -9.25
H: 10.49 8.65 -7.72
H: 11.17 6.53 -7.73
H: 9.62 5.90 -8.14
H: 8.88 6.74 -6.12
H: 8.58 9.36 -7.94
C: 8.05 12.05 -6.71
C: 6.60 12.16 -6.30
O: 6.64 12.54 -4.95
O: 8.08 11.45 -8.04
H: 8.61 11.40 -6.04
H: 8.53 13.03 -6.67
H: 5.95 11.29 -6.42
H: 6.02 13.01 -6.67
H: 5.69 12.68 -4.87
H: 8.85 11.76 -8.53

Values from the calculation:
**Frontier orbital gap**: 9.67 eV
**HOMO**: -9.530 eV
**Structure (SMILES)**: OCCO.OCCO.OCCO.OCCO.OCCO.OCCO.OCCO.OCCO.OCCO.OCCO.OCCO.OCCO